# 1
Formula: C5H7F
Source: the OMol25 dataset
Level of theory: ωB97M-V/def2-TZVPD

```
! wB97M-V def2-TZVPD RIJCOSX def2/J DEFGRID3
* xyz 0 1
C 1.01 -0.99 1.07
C 0.11 -0.22 0.25
C -0.78 0.73 0.52
C -1.33 0.86 -0.95
C -0.51 -0.31 -1.32
F -1.27 -1.46 -1.41
H 0.85 -0.74 2.14
H 2.10 -0.71 0.84
H 0.95 -2.09 1.00
H -0.95 1.48 1.25
H -2.56 0.79 -1.01
H -0.95 1.71 -1.53
H 0.32 -0.26 -2.15
*
```

Calculated values
Total energy   -294.48393 Ha
Energy above the lowest of the compared OMol25 structures with the same formula, charge and spin   43.7 kcal per mole
SMILES   CC1=CC[C@@H]1F

# 2
Formula: C5H7F
Source: the OMol25 dataset
Level of theory: ωB97M-V/def2-TZVPD

```
! wB97M-V def2-TZVPD RIJCOSX def2/J DEFGRID3
* xyz 0 1
C 1.84 0.02 -1.37
C 0.61 -0.10 -0.96
C 0.12 -0.18 0.44
C 0.75 -0.93 1.34
C -1.07 0.56 0.76
F -1.95 0.50 -0.30
H 2.16 0.00 -2.36
H 2.54 0.00 -0.55
H -0.22 -0.05 -1.72
H 1.61 -1.47 1.12
H 0.41 -0.94 2.37
H -0.77 1.59 0.90
H -1.64 0.14 1.65
*
```

Calculated values
Total energy   -294.51614 Ha
Energy above the lowest of the compared OMol25 structures with the same formula, charge and spin   23.5 kcal per mole
SMILES   C=CC(=C)CF

# 3
Formula: C5H7F2N
Source: the OMol25 dataset
Level of theory: ωB97M-V/def2-TZVPD

```
! wB97M-V def2-TZVPD RIJCOSX def2/J DEFGRID3
* xyz 0 1
C 1.81 -1.46 -0.83
C 1.04 -0.44 -1.19
C 0.26 0.40 -0.22
N 0.78 1.74 -0.18
C -0.32 -0.15 0.99
F -0.09 -1.42 1.53
C -1.24 0.09 -0.16
F -2.19 1.10 -0.03
H 1.93 -1.83 0.12
H 2.57 -1.88 -1.45
H 1.01 -0.14 -2.28
H 0.39 2.16 -0.96
H 1.85 1.70 -0.21
H -0.34 0.70 1.74
H -1.69 -0.65 -0.77
*
```

Calculated values
Total energy   -449.11027 Ha
Energy above the lowest of the compared OMol25 structures with the same formula, charge and spin   40.8 kcal per mole
SMILES   C=CC1(N)[C@H](F)[C@H]1F

# 4
Formula: C5H7F2N2
Source: the OMol25 dataset
Level of theory: ωB97M-V/def2-TZVPD

```
! wB97M-V def2-TZVPD RIJCOSX def2/J DEFGRID3
* xyz 1 1
C -1.63 -1.26 -0.18
C -0.40 -1.71 -0.27
C -1.82 0.04 0.19
C 0.75 -0.82 0.01
C 1.41 1.62 0.37
N -0.91 1.01 0.24
N 0.38 0.65 -0.04
F -3.06 0.41 0.42
F 0.49 0.85 -1.65
H -2.56 -1.76 -0.51
H -0.30 -2.84 -0.19
H 1.25 -0.90 0.99
H 1.49 -0.77 -0.79
H 1.01 2.55 0.09
H 1.51 1.58 1.43
H 2.39 1.34 -0.12
*
```

Calculated values
Total energy   -503.54227 Ha
Energy above the lowest of the compared OMol25 structures with the same formula, charge and spin   99.9 kcal per mole

# 5
Formula: C5H7F3S
Source: the OMol25 dataset
Level of theory: ωB97M-V/def2-TZVPD

```
! wB97M-V def2-TZVPD RIJCOSX def2/J DEFGRID3
* xyz 0 1
C -1.26 -1.56 0.23
C -0.74 -0.33 -0.45
C -1.98 -0.13 0.21
C 1.97 0.02 0.16
C 0.69 0.84 0.31
F -0.51 -0.27 -1.79
F -3.14 -0.10 -0.45
F -1.95 0.61 1.30
S 0.53 2.42 -0.53
H -1.75 -2.32 -0.27
H -0.70 -1.85 1.11
H 2.74 0.43 -0.59
H 1.73 -0.87 -0.28
H 2.45 -0.08 1.10
H 0.40 0.99 1.42
H 1.51 2.19 -1.47
*
```

Calculated values
Total energy   -892.37733 Ha
Energy above the lowest of the compared OMol25 structures with the same formula, charge and spin   54.1 kcal per mole

# 6
Formula: C5H7FN
Source: the OMol25 dataset
Level of theory: ωB97M-V/def2-TZVPD

```
! wB97M-V def2-TZVPD RIJCOSX def2/J DEFGRID3
* xyz 1 1
C 0.08 -1.64 0.42
C -1.98 -0.22 -0.03
C 1.99 -0.65 -0.41
C -1.18 0.99 -0.05
C 0.24 0.74 0.47
N 0.76 -0.56 0.04
F -3.25 -0.17 -0.19
H -0.02 -2.51 -0.20
H 2.66 0.20 -0.36
H 2.39 -1.60 -0.71
H -1.17 1.28 -1.11
H -1.65 1.84 0.46
H 0.91 1.53 0.11
H 0.22 0.75 1.56
*
```

Calculated values
Total energy   -348.81406 Ha
Energy above the lowest of the compared OMol25 structures with the same formula, charge and spin   126.6 kcal per mole

# 7
Formula: C5H7FS2
Source: the OMol25 dataset
Level of theory: ωB97M-V/def2-TZVPD

```
! wB97M-V def2-TZVPD RIJCOSX def2/J DEFGRID3
* xyz 0 1
C 2.46 -0.38 -0.14
C 0.23 0.11 0.29
C 1.39 0.54 -0.38
C -2.10 -0.52 0.62
C -0.94 -0.52 -0.40
F -0.59 -1.86 -0.69
S 3.11 -1.66 0.43
S 2.11 2.34 0.00
H 0.19 0.15 1.33
H 1.29 0.46 -1.57
H -2.97 -0.99 0.09
H -2.33 0.41 0.94
H -1.69 -1.14 1.51
H -1.29 0.06 -1.37
H 1.13 2.99 -0.65
*
```

Calculated values
Total energy   -1090.78484 Ha
Energy above the lowest of the compared OMol25 structures with the same formula, charge and spin   96.7 kcal per mole

# 8
Formula: C5H7HgO3
Source: the OMol25 dataset
Level of theory: ωB97M-V/def2-TZVPD

```
! wB97M-V def2-TZVPD RIJCOSX def2/J DEFGRID3
* xyz 2 2
O -0.60 0.96 0.16
C -0.17 0.15 -0.81
O -1.06 -0.02 -1.69
Hg -2.24 1.41 -1.01
O 0.77 -0.66 -0.59
C 0.17 1.10 1.43
H 0.06 0.16 1.97
H 1.22 1.23 1.12
C -0.35 2.26 2.16
H -0.34 3.25 1.70
H -0.70 2.15 3.19
C 0.87 -1.95 -1.61
C 0.79 -3.23 -1.09
H 1.82 -1.78 -2.15
H -0.11 -1.54 -2.26
H -0.12 -3.49 -0.51
*
```

Calculated values
Total energy   -572.78844 Ha
Energy above the lowest of the compared OMol25 structures with the same formula, charge and spin   171.0 kcal per mole
Expectation value of S²   0.76

- Which of these has the lowest energy above the lowest of the compared OMol25 structures with the same formula, charge and spin?
  number 2

- What is the total energy in the sixth record?
  -348.81406 Ha